(1)
DFT (ωB97M-V/def2-TZVPD) results for a molecular structure, C11H10ClInN at a distorted geometry.

```
24
Properties=species:S:1:pos:R:3:forces:R:3:mulliken_charge:R:1
C -1.572568 0.648433 0.231136 -0.4 -0.4 0.1 -0.063
H 3.404065 0.473351 2.066537 0.0 0.1 -0.2 0.403
H -2.726950 0.992284 2.123169 -0.1 -0.3 0.1 0.387
C 3.248824 0.640144 1.001398 -0.6 0.2 -0.5 -0.578
In -0.470451 -1.304129 0.487645 -0.7 -0.4 -0.5 0.857
Cl 0.639606 -1.718841 -1.526157 0.1 -0.6 0.1 -0.417
N -2.469413 -3.756481 1.873273 1.5 2.0 -1.6 -0.551
C 3.163521 0.303261 -1.285881 0.2 0.3 1.2 -0.527
H -4.644495 -0.497869 0.940966 0.1 -0.1 0.0 0.415
C -2.693683 0.501044 1.163363 -0.3 -0.6 -1.3 -0.762
H 2.509130 2.389395 -1.782193 0.1 -0.1 0.2 0.370
H -1.521995 0.153603 -2.005446 -0.1 -0.4 0.8 0.507
C 2.780748 1.654313 -1.025472 0.3 -0.6 0.8 -0.490
C 2.833077 1.864941 0.388361 0.0 -0.6 -0.5 -0.570
H -3.897500 -0.976610 -1.633653 0.5 0.0 0.9 0.367
H -0.810568 1.416967 0.316118 0.0 0.0 -0.2 0.685
H 3.762529 -1.357501 0.102564 0.0 0.2 0.0 0.408
C 3.449030 -0.323983 -0.032802 -0.3 0.6 -0.8 -0.585
H 2.609259 2.798294 0.902967 0.1 -0.2 -0.1 0.406
C -1.844563 -2.943854 1.289685 -0.5 -1.1 1.4 0.058
C -3.680734 -0.250650 0.516052 0.3 0.8 0.7 -0.394
C -2.003981 0.012637 -1.027306 -1.2 0.3 -0.2 -0.751
H 3.215819 -0.163644 -2.265402 0.0 0.0 0.2 0.435
C -3.278708 -0.555103 -0.818920 1.1 0.9 -0.6 -0.610
```
Positions in Å, forces in eV/Å.

Calculated values
LUMO (alpha / beta) in eV: 1.1 / 1.1
F_max in eV/A: 2.97
Charge: -1
HOMO energy (alpha / beta) in eV: -3.20 / -3.20
HOMO-LUMO gap (alpha / beta) in eV: 4.29 / 4.29

***

(2)
DFT (ωB97M-V/def2-TZVPD) results for a molecular structure, C11H10F3N5S3Tc.

```
33
Properties=species:S:1:pos:R:3:forces:R:3:mulliken_charge:R:1
H 3.322214 6.217725 -1.341010 0.0 0.0 0.0 0.342
F 1.782823 -1.242872 4.437183 0.1 0.0 0.0 -0.267
N -0.266008 2.427082 0.311697 0.1 -0.6 -0.2 0.181
C 0.646749 4.182291 -0.661420 -0.1 -0.1 -0.1 0.248
H 3.009431 0.690391 -1.069037 0.0 0.0 0.0 0.496
S -0.503399 4.936733 0.439283 0.0 -0.1 0.1 -0.056
N 1.913323 0.204457 0.616319 0.1 0.1 -0.2 -0.028
C -2.085943 -0.404736 -0.291726 0.0 0.1 0.3 0.517
Tc -0.143663 0.451930 0.307700 -0.2 0.1 0.4 0.557
S -0.916151 -1.103418 -1.269640 0.2 0.2 0.1 -0.108
H 5.167218 -0.795941 2.342887 0.0 0.0 0.0 0.503
H 0.967168 5.783815 -1.999328 0.0 0.0 0.0 0.349
C 3.038829 -0.642206 2.541639 -0.2 0.0 0.0 -0.035
C -0.986502 3.366161 0.943246 -0.3 0.1 0.1 0.473
S 0.166988 -0.248222 2.365399 0.1 0.0 -0.4 -0.046
N -1.939634 3.095307 1.815403 0.2 0.0 -0.1 -0.289
H 5.183522 0.064769 0.000345 0.0 0.0 0.0 0.460
F 3.593017 -2.365612 4.018804 0.0 0.0 0.0 -0.212
C 1.551958 5.002254 -1.510437 0.0 0.0 0.0 -0.521
N -2.416811 0.262402 0.625425 -0.1 0.1 -0.2 -0.408
H -2.465982 3.836631 2.252168 0.0 0.0 0.0 0.263
C 3.062656 0.315794 -0.056136 -0.1 -0.1 0.0 -0.480
N 0.630473 2.899611 -0.619310 0.2 0.2 0.1 -0.459
C 1.898759 -0.260576 1.875921 0.1 -0.1 0.2 1.011
F 3.728195 -0.333228 4.749628 0.0 -0.1 0.0 -0.215
C 2.685277 5.625643 -0.688077 0.0 0.0 0.0 -1.040
C 4.244152 -0.515086 1.849602 0.1 0.0 -0.2 -0.360
C 4.257887 -0.035373 0.548342 0.1 -0.1 0.1 -0.769
C 3.037524 -1.160191 3.966632 0.0 0.0 0.0 0.726
H 2.301867 6.286127 0.089903 0.0 0.0 0.0 0.370
H 3.297465 4.856309 -0.218696 0.0 0.0 0.0 0.317
H -2.290647 2.149608 1.897578 0.0 0.0 0.0 0.216
H 1.943743 4.350222 -2.290887 0.0 0.0 0.0 0.269
```
Positions in Å, forces in eV/Å.

Calculated values
LUMO (alpha / beta) in eV: -9.6 / -9.3
Energy above the lowest of the compared OMol25 structures with the same formula, charge and spin in kcal per mole: 0.2
F_max in eV/A: 0.64
Charge: +2
HOMO energy (alpha / beta) in eV: -16.36 / -16.61
Multiplicity: 2
HOMO-LUMO gap (alpha / beta) in eV: 6.79 / 7.35

***

(3)
DFT (ωB97M-V/def2-TZVPD) results for a single C11H10FN3 molecule at a distorted geometry.

```
25
Properties=species:S:1:pos:R:3:forces:R:3:mulliken_charge:R:1
C 0.041691 -1.537083 0.786880 0.1 0.0 1.5 0.881
H 3.487565 2.151577 -0.437516 0.0 -0.5 0.7 0.318
C -0.478613 -0.084070 1.091637 -1.6 -0.5 -2.2 -0.440
H 2.739868 -2.163851 -0.485209 -0.4 0.5 -0.3 0.403
H 4.114479 -0.186310 -1.190663 1.6 0.1 -0.8 0.473
H -3.302055 2.955167 -0.928697 1.0 -0.5 0.4 0.226
C 2.423517 -1.128918 -0.304334 3.5 0.5 -1.0 -0.679
H 1.441976 2.540646 0.986965 -0.6 0.4 -0.1 0.463
C 1.678992 1.603391 0.540057 0.8 -4.5 -0.4 -0.048
H -0.847023 0.216602 2.036305 0.6 0.1 1.4 0.311
F -1.192427 2.400261 0.564616 0.0 0.5 0.4 -0.302
N -3.191531 2.020140 -0.535053 -0.3 -0.9 -0.3 -0.523
H -0.302408 -3.286741 -0.588558 0.3 -0.6 -0.1 0.354
C -1.955268 -1.906772 -0.723369 -0.4 1.8 0.1 -0.249
H -3.639640 1.307252 -1.122596 0.2 0.3 0.5 0.268
N 0.915565 0.439673 0.692817 -0.3 -0.1 0.0 0.154
N -2.553090 -0.707801 -0.413454 0.7 -2.8 -0.4 -0.807
C -0.668157 -2.326896 -0.318533 -1.4 1.4 0.7 -0.966
H -2.631104 -2.427587 -1.449896 1.1 -0.3 0.8 0.365
C 2.904393 1.294308 -0.067427 0.3 -0.2 -2.1 -0.620
C 1.293002 -0.851764 0.348623 -1.9 1.9 0.9 0.018
C -1.753376 0.199529 0.205143 1.9 0.1 0.1 0.294
C -2.043034 1.469035 0.058823 -1.0 2.5 -0.8 0.107
H 0.240614 -1.964290 1.855988 -0.4 -0.1 -1.8 0.307
C 3.276057 -0.025488 -0.602537 -3.8 0.9 2.7 -0.307
```
Positions in Å, forces in eV/Å.

Calculated values
LUMO (alpha / beta) in eV: -0.9 / -0.9
Energy above the lowest of the compared OMol25 structures with the same formula, charge and spin in kcal per mole: 41.7
F_max in eV/A: 4.77
Charge: 0
HOMO energy (alpha / beta) in eV: -5.53 / -5.53
HOMO-LUMO gap (alpha / beta) in eV: 4.59 / 4.59